The following is a quantum chemistry calculation of a cluster of 2 separate species, CH4ClNO2S in total at a distorted geometry, from the OMol25 dataset.

```
! RIJCOSX wB97M-V def2-TZVPD def2/J DEFGRID3
* xyz 0 1
Cl 2.90 -1.39 0.15
S 1.20 1.39 -0.09
O -0.14 0.58 0.27
O 1.14 1.87 -1.44
N 1.46 2.47 0.97
C -0.45 -0.62 -0.42
H 0.11 -1.42 -0.05
H 1.29 1.98 1.87
H -0.50 -0.57 -1.45
H -1.42 -0.85 -0.07
*
```

The value obtained for the orbital gap (alpha / beta) is 7.1 / 5.7 eV. The calculation puts the LUMO energy (alpha / beta) at -3.45 / -4.02 eV. The relative energy (zero: lowest compared OMol25 entry of this formula, charge and spin) is 71.00 kcal per mole.

***

The following is a quantum chemistry calculation of a structure of composition C11H14BCrN7Se at a distorted geometry, from the OMol25 dataset.

```
! RIJCOSX wB97M-V def2-TZVPD def2/J DEFGRID3
* xyz 0 5
Se 2.08 2.73 2.41
Cr -0.07 -0.59 -0.18
N -1.78 -2.57 -1.45
N -1.62 -0.40 -2.57
N -2.93 -0.66 -0.44
N 0.74 0.75 0.72
N -0.60 -2.44 -0.73
N -0.47 0.10 -1.96
N -1.90 -0.23 0.38
C -1.63 -0.05 -3.85
C -3.86 0.10 1.41
C -0.97 -4.61 -1.19
C 0.13 0.91 -2.87
C 1.29 1.58 1.39
C -2.48 0.30 1.49
C -4.09 -0.53 0.20
C -0.56 0.80 -4.09
C 3.70 -0.95 0.38
C -0.10 -3.69 -0.56
C -2.01 -3.85 -1.74
B -2.60 -1.30 -1.80
H -2.40 -0.45 -4.50
H -4.59 0.37 2.15
H -4.99 -0.92 -0.26
H 3.85 -2.00 0.11
H -2.89 -4.12 -2.31
H -3.58 -1.53 -2.43
H -0.33 1.29 -5.02
H 0.98 1.52 -2.63
H 0.82 -3.83 -0.01
H 2.77 -0.83 0.93
H 3.61 -0.34 -0.52
H 4.54 -0.60 0.98
H -1.89 0.79 2.24
H -0.87 -5.68 -1.26
*
```

The value obtained for the orbital gap (alpha / beta) is 7.2 / 8.3 eV. The calculation puts the LUMO energy (alpha / beta) at 0.25 / 0.30 eV. The relative energy (zero: lowest compared OMol25 entry of this formula, charge and spin) is 0.00 kcal per mole.

***

The following is a quantum chemistry calculation of a cluster of 2 separate species, C5H14 in total at a distorted geometry, from the OMol25 dataset.

```
! RIJCOSX wB97M-V def2-TZVPD def2/J DEFGRID3
* xyz 0 1
C 1.23 0.73 1.72
C 1.23 -1.52 0.72
C -2.46 1.29 -1.81
C 2.17 -0.42 1.23
C -1.97 -0.13 -1.78
H 2.93 -0.25 0.47
H -1.64 -0.41 -2.82
H -2.57 -0.99 -1.44
H -3.55 1.28 -1.71
H -1.99 1.99 -0.89
H 1.14 0.66 2.80
H 1.63 1.60 1.61
H 2.83 -1.00 2.12
H -2.09 1.92 -2.53
H 1.65 -2.48 0.94
H 0.26 0.81 1.19
H 0.25 -1.45 1.29
H -0.99 -0.09 -1.21
H 0.98 -1.29 -0.37
*
```

The value obtained for the orbital gap is 12.0 eV. The calculation puts the LUMO energy at 1.09 eV. The SMILES is CCC.CC. The relative energy (zero: lowest compared OMol25 entry of this formula, charge and spin) is 48.24 kcal per mole.